[1]
The following is a quantum chemistry calculation of C31H66HgNO13S6 as an isolated structure, from OMol25.

As for the energy above the lowest of the compared OMol25 structures with the same formula, charge and spin: 63.2 kcal/mol. The multiplicity is 1. As for the net charge: +1.

Last column: Löwdin charge in e.
Atoms and positions in Å:
H -2.968 1.772 1.128  0.077
C 3.671 -2.220 -0.554  -0.207
H 1.116 1.555 1.507  0.079
H 0.598 -1.393 6.028  0.115
C -2.932 2.862 1.123  -0.173
H 5.840 -1.808 1.052  0.119
H -4.745 -1.260 -0.308  0.097
H -6.178 -0.695 2.006  0.101
S -3.362 1.944 -4.755  0.739
H 1.898 -3.240 2.773  0.073
H 0.050 0.604 -0.136  0.059
H -2.034 -2.147 3.040  0.065
C -3.050 -2.057 2.657  -0.179
H 3.231 -2.963 -1.219  0.100
H -4.328 -1.085 -3.025  0.131
H 0.225 0.334 -1.822  0.056
N 3.900 -2.758 0.834  -0.182
O -0.886 -3.618 4.820  -0.332
H 3.361 0.259 -3.805  0.088
O 4.240 0.908 -6.404  -0.328
H 2.809 -0.478 -1.592  0.043
O 1.750 1.138 -6.909  -0.363
C 0.707 -1.710 2.492  -0.226
C 1.761 -0.988 -4.234  -0.237
C -4.777 4.724 0.534  -0.218
C -2.873 -0.678 -4.522  -0.187
C -4.459 0.911 -3.772  -0.228
C 2.748 -1.338 -6.502  -0.208
H -3.581 -2.957 2.967  0.105
C 2.617 -1.893 -5.103  -0.240
H 3.427 -5.300 -1.014  0.063
H 1.633 -1.397 -3.232  0.092
C 1.034 -1.722 5.085  -0.179
H -2.730 -0.975 0.837  0.078
C -3.187 -1.941 1.052  -0.199
O -2.982 4.117 -1.343  -0.443
H 0.787 -0.909 -4.715  0.096
C 5.034 -2.320 2.993  -0.065
C 0.811 -3.165 2.807  -0.212
H -5.095 5.029 2.666  0.130
H -1.367 0.806 -4.270  0.081
C -3.678 -0.253 -3.293  -0.213
O -3.358 0.551 3.357  -0.340
C 3.409 -5.168 0.067  -0.074
Hg -1.106 4.068 -2.802  1.293
H -5.231 -2.605 0.781  0.121
C -5.171 -0.576 1.607  -0.168
H 4.646 -1.930 -0.945  0.109
O -2.783 2.960 -3.868  -0.480
C 0.696 -0.919 3.842  -0.206
H -4.238 5.671 0.495  0.113
H -5.054 0.385 1.108  0.072
H 2.249 -2.918 -5.073  0.125
C -3.433 3.722 2.338  -0.173
C 4.425 -4.140 0.665  -0.235
H -1.782 0.735 -6.035  0.114
C 2.212 4.753 2.372  -0.184
H -3.585 -1.058 -5.255  0.126
H 0.663 4.033 0.917  0.092
H 3.601 1.375 2.786  0.088
C -0.421 0.825 -1.094  -0.226
H 1.885 1.260 -3.976  0.088
S 0.522 -3.479 4.628  0.718
H 3.628 -1.858 -4.697  0.121
H 3.715 -1.629 -6.911  0.107
H -1.925 3.258 0.991  0.073
H 1.718 -1.190 -0.455  0.052
H -5.725 4.861 0.015  0.117
S -3.840 3.458 -0.385  0.735
H -2.730 -2.682 0.396  0.113
O 4.819 3.896 2.464  -0.322
O -4.797 2.426 -0.762  -0.315
H -0.117 -1.412 1.843  0.091
O 1.403 -4.519 5.223  -0.339
H 2.026 5.414 3.219  0.081
O -0.557 2.190 -1.395  -0.392
H -5.489 3.390 2.036  0.123
C 2.447 0.417 -4.378  -0.191
C 4.861 -1.894 1.523  -0.264
H -4.924 1.548 -3.020  0.089
S -4.088 -0.673 3.185  0.717
H 1.576 -1.422 1.901  0.078
H 2.976 -0.143 0.099  0.055
S 3.607 3.817 3.231  0.686
O -4.893 -1.234 4.293  -0.338
C 2.769 -0.947 -0.608  -0.083
H -0.319 -0.549 3.987  0.104
O -4.068 2.270 -5.967  -0.275
H 1.998 -1.444 -7.286  0.108
C -4.833 4.256 1.943  -0.219
H -2.149 -1.455 -4.277  0.118
H 0.332 3.698 2.698  0.107
H 5.759 -3.129 3.085  0.075
C 2.831 2.144 2.854  -0.197
H -1.379 0.320 -1.215  0.050
H 2.644 5.445 1.648  0.093
H 2.458 -4.898 0.527  0.065
H 4.399 -0.908 1.472  0.087
C 1.789 2.393 1.693  -0.213
H 5.335 -4.115 0.065  0.113
C -4.654 -1.685 0.691  -0.227
S 2.864 0.462 -6.209  0.730
C -2.138 0.605 -5.013  -0.175
H 0.227 -3.871 2.217  0.111
H 2.122 -1.791 5.072  0.090
H 4.073 -2.570 3.444  0.060
H -2.768 4.583 2.404  0.110
H 4.706 -4.479 1.661  0.103
H -3.409 3.205 3.298  0.113
H 2.254 1.874 3.738  0.072
O 3.583 3.942 4.656  -0.313
H 3.685 -6.181 0.361  0.070
H 5.407 -1.394 3.429  0.074
H 2.345 2.501 0.762  0.106
H -2.954 0.065 -2.543  0.097
H 1.411 -0.096 3.804  0.083
C 1.065 3.769 1.895  -0.175
H -5.258 0.725 -4.490  0.119


[2]
The following is a quantum chemistry calculation of an isolated ion of composition C9H12Cl2N and charge +1, from OMol25.

As for the SMILES: C=CC[N+](=CC=C(Cl)Cl)CC=C. As for the energy above the lowest of the compared OMol25 structures with the same formula, charge and spin: 20.7 kcal/mol. The multiplicity is 1. As for the net charge: +1.

Last column: Löwdin charge in e.
Atoms and positions in Å:
H -0.818 0.980 -1.322  0.106
H 2.731 0.933 1.741  0.084
Cl -0.605 0.012 -5.206  0.794
C 1.003 0.420 -3.226  -0.138
H 2.523 -0.797 -0.060  0.118
H 0.877 -1.336 0.686  0.158
C 0.830 0.604 2.407  0.064
H -3.564 -1.094 -0.420  0.077
C 1.820 0.506 1.502  -0.101
H 1.419 1.201 -3.830  0.112
C 1.604 0.303 -1.926  -0.030
C -2.690 -0.441 -0.478  0.027
C -0.048 -0.341 -3.687  -1.173
H 2.714 0.350 -1.800  0.177
H -0.192 1.112 0.297  0.141
H -3.130 0.492 -0.935  0.096
C -0.400 0.430 -0.561  -0.174
Cl -0.687 -1.693 -2.963  0.840
N 0.978 0.107 -0.855  -0.073
C -1.387 -0.624 -0.279  -0.230
H 1.036 1.221 3.217  0.056
C 1.584 -0.477 0.366  -0.099
H -1.060 -1.511 0.241  0.096
H -0.031 -0.029 2.352  0.074